<w>
20
Properties=species:S:1:pos:R:3:lowdin_charge:R:1 method="wB97M-V/def2-TZVPD" total_charge=+1 orbital_gap_ha=0.423
C 1.7495 1.1299 -2.3071 -0.05
N 1.1700 0.9194 -0.9910 0.02
C 0.3992 -0.1243 -0.7985 -0.13
N -0.3084 -0.3073 0.2848 0.19
H 1.1351 1.8262 -2.8980 0.10
H 1.6340 0.2771 -2.9781 0.09
H 2.7964 1.4105 -2.3178 0.10
H 1.2517 1.6727 -0.3172 0.12
H 0.3327 -0.8208 -1.6211 0.16
H -0.1777 0.3023 1.0598 0.10
H -0.8438 -1.1718 0.3246 0.06
H -0.8552 2.7064 1.2805 0.07
H 0.6113 3.0367 1.7205 0.07
O 0.0719 2.6529 1.0151 -0.04
H -2.8752 -2.3922 -0.8258 0.04
H -2.4630 -2.2647 0.7045 0.07
O -2.1646 -2.4486 -0.2178 -0.04
H 0.1837 -2.4867 2.8543 0.05
H -1.0523 -1.9195 3.4335 0.05
O -0.5954 -1.9982 2.5951 -0.03



<x>
20
Properties=species:S:1:pos:R:3:lowdin_charge:R:1 method="wB97M-V/def2-TZVPD" total_charge=+1 orbital_gap_ha=0.426
C -1.2107 1.5158 -1.4582 -0.04
N -0.2304 0.9316 -0.5363 0.02
C 0.5253 0.0079 -0.9833 -0.18
N 1.3438 -0.7463 -0.2001 0.16
H -2.1333 1.1723 -1.4642 0.04
H -0.8807 1.7089 -2.4862 0.10
H -1.2005 2.6347 -1.1909 0.13
H -0.5384 0.9034 0.5685 0.20
H 0.7635 0.0036 -2.0860 0.17
H 1.4853 -0.6146 0.7668 0.09
H 1.8894 -1.4430 -0.7794 0.13
H -0.9748 0.1646 3.1244 0.09
H -1.8009 -0.6123 2.4338 0.03
O -1.4266 0.2173 2.2110 -0.10
H 0.9091 -2.5706 -3.0508 0.10
H -0.0724 -3.2432 -2.2122 0.07
O 0.7348 -2.6984 -2.0547 -0.10
H 0.6104 1.6936 3.0412 0.08
H 1.4411 0.2314 3.4044 0.07
O 0.7661 0.7433 2.9523 -0.07



Energy ordering: <w> at the bottom, the next structure 0.0771 hartree above.



<w>
20
Properties=species:S:1:pos:R:3:lowdin_charge:R:1 method="wB97M-V/def2-TZVPD" total_charge=+1 orbital_gap_ha=0.365
C 1.1890 -0.7457 -0.9218 -0.25
C 0.1310 -1.0890 -0.2304 -0.09
N 0.1012 -1.7843 1.1693 0.21
N 1.3697 -0.4067 -2.1877 0.10
H 2.0898 -0.9094 -0.2966 0.15
H -0.8523 -1.0906 -0.4096 0.07
H -0.8366 -1.4464 1.4108 0.07
H 0.2318 -2.8096 1.0975 0.18
H 0.7567 -1.6021 1.8132 0.10
H 0.6674 0.2204 -2.6517 0.14
H 2.3141 -0.0471 -2.4105 0.13
H -2.0555 2.5097 -1.0886 0.14
H -0.6274 1.6865 -1.1198 -0.02
O -1.3619 1.9191 -0.6412 -0.03
H -2.3995 -0.0763 2.1798 0.06
H -1.5564 0.4673 0.8820 0.07
O -1.9372 -0.3019 1.4045 -0.03
H 0.1606 1.9217 0.6750 0.02
H 1.6936 2.1107 1.3953 0.10
O 1.0738 1.5590 0.8074 -0.10



<x>
20
Properties=species:S:1:pos:R:3:lowdin_charge:R:1 method="wB97M-V/def2-TZVPD" total_charge=+1 orbital_gap_ha=0.408
C -1.3807 -2.2788 0.6112 0.00
N -1.8479 1.1626 -0.6092 0.16
C -1.3220 -0.0629 -0.4463 -0.15
N -1.8895 -0.9283 0.3287 0.05
H -0.2943 -2.2641 0.6745 0.08
H -1.7880 -2.9771 -0.1037 0.10
H -1.6938 -2.5022 1.6267 0.10
H -2.0959 1.8094 0.1201 0.13
H -1.9021 1.4549 -1.5782 0.12
H -0.3671 -0.4070 -0.8256 0.11
H -2.6904 -0.6259 0.8690 0.17
H 2.0887 0.1726 0.2844 0.02
H 2.0745 -1.0527 1.2691 0.05
O 1.5639 -0.5608 0.6219 -0.06
H 1.1465 1.4051 -2.8711 0.06
H 1.5398 0.0622 -2.3036 0.06
O 0.9134 0.7842 -2.1628 -0.06
H 2.1360 2.8380 1.3583 0.05
H 3.3837 2.0350 1.5979 0.05
O 2.4253 1.9359 1.5386 -0.05



Energy ordering: <x> at the bottom, the next structure 0.0608 hartree above.



<w>
8
Properties=species:S:1:pos:R:3:lowdin_charge:R:1 method="wB97M-V/def2-TZVPD" orbital_gap_ha=0.341
C 0.8131 -0.2925 0.0588 -0.35
C -0.9853 0.6556 -0.6787 -1.12
F 0.8333 -1.3787 -0.7593 0.00
F 0.6477 -0.6318 1.3034 0.08
Br -0.9009 2.2450 0.3598 0.56
I -2.6016 -0.6225 -0.1033 0.73
H 1.6901 0.4023 -0.1564 0.15
H -0.9592 0.7618 -1.7252 -0.04



<x>
8
Properties=species:S:1:pos:R:3:lowdin_charge:R:1 method="wB97M-V/def2-TZVPD" smiles=FC(F)(I)CBr orbital_gap_ha=0.372
F -0.4014 -1.2768 -1.0423 0.05
C -0.5667 -0.4680 -0.0605 -1.02
F -0.6868 -1.2955 1.1033 -0.09
I -2.4653 0.6197 0.0184 0.85
C 0.6258 0.5090 -0.0222 -0.64
Br 2.2194 -0.4915 -0.0112 0.74
H 0.5999 1.2482 0.8361 0.09
H 0.6752 1.1548 -0.8216 0.02



Energy ordering: <x> at the bottom, the next structure 0.0694 hartree above.



<w>
12
Properties=species:S:1:pos:R:3:lowdin_charge:R:1 method="wB97M-V/def2-TZVPD" smiles="C[C@@H](N)C=O" orbital_gap_ha=0.377
C 0.8879 0.4429 -0.8541 -0.06
C -0.0520 -0.4348 -0.0144 -0.42
N 0.1537 -0.6367 1.4184 0.03
C -1.4008 0.2550 -0.1157 -0.30
O -1.5311 1.4146 -0.1405 0.07
H 0.3009 1.2807 -1.2988 0.08
H 1.2919 -0.0613 -1.7583 0.08
H 1.6944 0.8838 -0.3773 0.04
H -0.1314 -1.4519 -0.4794 0.14
H 0.3655 0.2457 1.9174 0.10
H 0.7524 -1.4371 1.6791 0.09
H -2.3314 -0.5009 0.0236 0.15



<x>
12
Properties=species:S:1:pos:R:3:lowdin_charge:R:1 method="wB97M-V/def2-TZVPD" smiles="CCNC=O" orbital_gap_ha=0.390
C 1.1772 -0.9318 -0.0784 -0.08
C 0.2626 -0.0636 -0.9638 -0.23
N -0.5529 0.8437 -0.1647 0.01
C -0.2431 1.3244 1.0778 -0.36
O 0.8443 1.3715 1.6266 0.00
H 2.1132 -1.1496 -0.5928 0.07
H 0.7130 -1.8821 0.2002 0.07
H 1.4469 -0.3999 0.8267 0.05
H -0.4460 -0.6933 -1.5194 0.11
H 0.8562 0.4668 -1.7224 0.11
H -1.5088 0.9686 -0.4705 0.12
H -1.1528 1.6725 1.5968 0.13



<y>
12
Properties=species:S:1:pos:R:3:lowdin_charge:R:1 method="wB97M-V/def2-TZVPD" orbital_gap_ha="0.274 / 0.274"
C -1.7423 -0.1989 0.1862 0.07
N -0.6506 -0.0475 0.8197 0.05
C 0.6561 -0.6874 0.2253 -0.62
O 0.4221 -1.6125 -0.5434 -0.03
C 1.7004 0.0858 0.6285 0.00
H -0.3632 1.5593 -1.4822 0.05
H -2.6344 0.3614 0.4461 0.10
H -1.7009 -0.8994 -0.6460 0.10
H -0.5835 0.6197 1.5826 0.15
H 0.2910 1.4263 -1.1437 0.04
H 2.6746 -0.0620 0.1826 0.05
H 1.5887 0.8657 1.3729 0.03



<z>
12
Properties=species:S:1:pos:R:3:lowdin_charge:R:1 method="wB97M-V/def2-TZVPD" smiles="CNCC=O" orbital_gap_ha=0.366
C 0.3971 1.0711 1.0380 -0.14
N 0.9361 0.1530 0.0562 -0.13
C 0.0521 -0.8863 -0.3698 -0.24
C -1.1024 -0.4542 -1.2351 -0.25
O -1.2652 0.6812 -1.6547 0.04
H -0.0328 0.6204 1.9446 0.07
H -0.4196 1.6881 0.5921 0.08
H 1.1995 1.7538 1.3136 0.08
H 1.8687 -0.2127 0.2943 0.12
H -0.3588 -1.4953 0.4914 0.13
H 0.5597 -1.6458 -0.9879 0.13
H -1.8346 -1.2734 -1.4827 0.12



Energy ordering: <x> at the bottom, the next structure 0.0309 hartree above.



<w>
17
Properties=species:S:1:pos:R:3:lowdin_charge:R:1 method="wB97M-V/def2-TZVPD" orbital_gap_ha=0.340
C -2.5738 0.9102 0.0422 -0.11
C -1.0780 0.7982 0.1051 -0.37
C -0.5609 -0.6666 0.0326 -0.12
N 2.3736 -1.2650 -0.9713 -0.16
O 2.2875 -0.8773 1.5372 -0.26
P 1.7416 -0.2181 0.1983 0.27
S 2.4723 1.6011 -0.1237 0.18
H -2.8402 2.0127 -0.0588 0.10
H -3.0191 0.3591 -0.7070 0.04
H -3.0177 0.6057 1.0035 0.08
H -0.6957 1.1258 1.0120 0.06
H -0.4617 1.3170 -0.6596 0.08
H -0.9629 -1.5123 0.5516 0.05
H -0.6021 -1.0472 -0.9784 0.04
H 1.8465 -2.0651 -0.8763 -0.02
H 2.2322 -0.9127 -1.9841 0.10
H 2.8584 -0.1655 1.8767 0.04



<x>
17
Properties=species:S:1:pos:R:3:lowdin_charge:R:1 method="wB97M-V/def2-TZVPD" smiles="CCP(O)S.C=N" orbital_gap_ha=0.331
C -1.2256 -0.0951 2.5238 -0.18
C -1.5842 -0.6657 1.1237 -0.44
P -0.0918 -0.4323 0.0016 0.51
O -0.8161 -0.9622 -1.3153 -0.36
S -0.1124 1.6708 -0.3070 0.41
H -1.2773 0.9951 2.4607 0.04
H -1.9895 -0.5287 3.1489 0.06
H -0.2581 -0.3975 2.8198 0.04
H -2.4741 -0.2600 0.6523 0.07
H -1.5664 -1.8201 1.2157 0.10
H -0.3001 -1.2362 -2.0334 0.01
H -0.9198 1.9874 0.6604 -0.25
C 2.3735 0.6580 -2.4056 -0.19
N 2.2325 -0.4213 -1.8223 -0.04
H 1.4369 1.1835 -2.6306 0.03
H 3.4303 1.1755 -2.6080 0.11
H 3.1421 -0.8515 -1.4846 0.08



Energy ordering: <w> at the bottom, the next structure 0.0240 hartree above.



<w>
17
Properties=species:S:1:pos:R:3:lowdin_charge:R:1 method="wB97M-V/def2-TZVPD" smiles=C[C@H]1CCCP1 orbital_gap_ha=0.392
C -1.6241 0.8080 0.7698 -0.19
C -0.4153 0.9528 -0.1315 -0.55
C 0.7638 0.3918 0.6750 -0.24
C 1.4913 -0.6981 -0.0180 -0.23
C 0.3703 -1.4339 -0.7797 -0.41
P -0.7722 -0.1789 -1.6471 0.94
H -1.8982 -0.2247 0.7772 0.05
H -2.4793 1.3499 0.3987 0.06
H -1.5436 1.1645 1.8094 0.09
H -0.4046 2.0396 -0.4366 0.11
H 0.2908 0.0606 1.5172 0.07
H 1.3319 1.1796 1.0411 0.10
H 2.1474 -0.4985 -0.8718 0.11
H 1.9209 -1.3119 0.6954 0.08
H 0.7057 -2.1569 -1.4492 0.04
H -0.3172 -1.7410 -0.0540 0.03
H 0.4324 0.2970 -2.2957 -0.06



<x>
17
Properties=species:S:1:pos:R:3:lowdin_charge:R:1 method="wB97M-V/def2-TZVPD" smiles="C=C(C)P(C)C" orbital_gap_ha=0.353
C -1.3478 0.5108 0.8185 -0.05
C -1.1112 -0.3230 -0.1844 -0.42
C -2.0894 -1.0039 -1.1171 -0.15
P 1.0070 -0.7162 -0.5799 0.87
C 0.9946 -2.0853 0.6752 -0.37
C 1.8735 0.6944 0.4049 -0.32
H -2.2984 0.9364 0.9538 0.04
H -0.5476 0.8171 1.4688 0.02
H -2.3759 -0.3367 -1.9847 0.08
H -3.0839 -1.4284 -0.7106 0.10
H -1.5208 -1.8697 -1.5784 0.06
H 1.9613 -2.4100 1.0627 0.02
H 0.2993 -1.6221 1.4277 0.02
H 0.4787 -3.0164 0.2110 0.06
H 1.7401 1.6178 -0.1192 0.01
H 1.4012 0.7855 1.3832 0.01
H 2.9669 0.4454 0.4137 0.04



Energy ordering: <w> at the bottom, the next structure 0.0281 hartree above.